Record 1
A cluster of 22 separate species, C66H132O22 in total in a non-equilibrium geometry, computed with the ωB97M-V functional and the def2-TZVPD basis.

```
! wB97M-V def2-TZVPD RIJCOSX def2/J DEFGRID3
* xyz 0 1
H 0.850 1.707 -1.790
H 4.256 -4.360 -3.626
H 2.028 -2.707 -4.339
H -1.653 -2.811 -0.982
H 6.295 -1.341 -2.977
O -8.031 2.970 1.943
C -2.695 -4.289 -1.965
H -7.916 -0.131 1.321
C 5.108 -3.863 0.865
O 4.860 0.677 5.390
C -2.386 6.205 -3.522
H -1.405 -0.273 8.523
H -1.548 2.084 -7.133
H 2.954 -6.479 4.745
H 6.602 0.109 6.956
H 2.140 1.190 -0.657
C 1.049 1.039 3.774
C 5.808 -1.293 -3.951
H -7.610 -1.417 -2.212
C 2.595 -4.465 4.590
H -4.171 6.002 -4.616
H -2.519 -1.252 4.290
H 0.450 -4.172 0.997
H 0.961 -1.763 -3.307
C -2.377 -2.809 -1.784
H 4.815 -2.379 4.390
C 0.163 3.952 0.459
C -4.503 -1.812 3.866
H 4.163 0.752 -5.283
H -1.775 -0.142 -3.561
C 3.640 -5.581 -1.989
H -5.429 2.830 3.472
H 1.690 -4.728 -1.739
H -0.121 3.829 1.513
H -3.368 2.933 0.416
C -1.949 1.297 -6.516
C -1.936 -5.037 -3.013
H 2.028 5.079 -1.534
C 2.136 -5.680 -2.006
H -5.341 -3.694 4.410
C -6.727 -2.079 -2.250
C -3.799 5.108 4.291
H 0.483 -3.176 8.447
H 4.878 1.602 -4.012
C -0.384 -0.349 8.802
H -2.104 1.581 -3.319
H -2.011 -2.294 -2.656
C -1.990 5.116 -0.281
C -0.611 0.675 0.233
H 1.347 -6.149 3.980
H 1.508 1.058 4.796
O 0.551 -0.772 6.700
H 4.408 -0.982 3.490
H 3.183 1.081 -3.897
H 2.643 4.265 -8.758
H 2.010 4.473 -6.181
O -6.120 1.600 -0.151
H -6.714 0.770 2.485
C 5.131 -1.374 4.155
H 3.809 7.086 -0.336
C 1.184 -2.371 8.312
H -0.976 -7.063 0.933
H -0.009 1.095 1.048
H 1.519 2.879 -5.604
H -4.232 5.829 3.566
C -0.873 6.138 -3.658
H 5.858 -1.489 7.070
H -1.362 -0.089 0.597
H 0.606 4.910 0.303
H 2.798 3.465 -1.308
H 3.474 4.825 -2.235
C 2.924 4.558 -1.337
C -3.098 -2.147 4.371
O -2.891 6.900 -2.668
H 3.076 2.898 4.111
H -6.349 -2.570 3.294
H -4.269 2.245 4.566
H 3.794 -3.440 -2.220
O -4.824 -0.682 3.646
H -4.011 1.940 2.820
C -6.588 -2.761 -0.939
H -3.132 0.505 -4.275
C 1.376 0.836 -1.392
H 5.510 -2.314 -4.241
C 2.359 3.496 -5.918
H 3.020 3.513 -5.037
H 1.670 -2.478 -6.898
C 0.416 -1.177 7.816
C -7.741 0.612 2.082
H 1.198 3.278 -8.243
C -4.353 2.662 3.539
H -1.252 1.367 -0.251
O -0.073 1.508 -5.078
H 7.422 1.959 -0.663
H 6.416 -0.844 -4.701
C -8.306 1.885 1.491
H 7.246 -1.376 5.990
H -0.224 -0.677 9.837
H 2.854 -5.857 3.012
H -9.503 2.739 -0.110
H 1.780 -6.537 -1.431
H -0.854 -3.213 1.611
H 0.585 -6.630 1.593
H -3.434 2.511 -1.214
C 4.266 -4.340 -2.536
H -2.107 -6.116 -3.113
H 1.914 -2.634 7.575
C -1.211 1.165 -5.201
H 2.035 -2.465 4.602
C -9.275 1.767 0.360
H -0.481 5.338 -4.261
H -3.782 1.211 -0.031
H 5.737 -3.322 0.079
H 1.905 0.181 -2.136
H -0.260 6.140 -2.757
C 5.478 0.808 1.162
O -7.467 -3.535 -0.653
H 6.041 -1.493 3.538
C 3.632 -3.680 0.776
C -3.892 2.238 -0.246
H -3.260 -2.477 5.377
C -3.158 5.562 -4.662
H -3.041 4.449 -4.665
C 3.144 -2.283 0.609
C -2.098 0.758 -4.031
H -2.649 -2.951 3.838
H 2.608 6.416 0.718
H -0.092 0.657 8.695
H -10.219 1.332 0.641
O 0.181 -1.227 -0.920
H 4.434 0.847 0.970
H -6.602 4.180 -0.110
H -8.416 0.357 2.925
H 6.941 0.884 -2.017
H -2.961 5.607 4.788
H -0.860 -4.968 -2.829
H 5.354 -4.925 0.838
H -6.966 -2.883 -2.976
O 3.885 2.073 -7.097
H -6.011 -2.471 1.057
O 3.805 -1.070 -2.847
H 3.116 -2.042 -0.458
O -1.067 3.367 -1.544
O -0.979 -2.256 -5.062
H -1.804 0.355 -7.041
C -3.403 3.875 3.487
H -4.930 -3.527 2.751
C -0.457 -6.676 1.818
H -0.541 7.082 -4.119
C 2.610 2.973 3.115
C -0.617 -4.202 1.242
C 2.975 2.922 -7.125
H -2.703 5.121 -1.091
H 2.210 -2.115 1.094
C -0.857 -5.302 2.263
O -2.338 3.859 2.889
C 6.219 0.274 -0.069
H -3.229 -2.324 -1.371
C 3.758 4.948 -0.187
O -3.609 -4.776 -1.294
C 0.301 -0.057 -0.741
C -5.341 2.522 -0.120
H 0.076 -2.851 -7.426
O 3.450 -4.311 5.451
C -5.382 -2.965 3.571
H -2.127 -4.599 -3.997
C 6.369 -0.798 6.381
C -0.958 4.038 -0.541
H -3.017 1.383 -6.300
H 4.418 6.459 1.180
H 2.578 2.612 -9.201
H -1.477 6.083 -0.274
H -5.170 -1.382 -0.201
H 5.478 -3.467 1.797
H -4.662 -3.170 0.069
C 3.653 6.308 0.420
C 1.261 -1.943 -4.365
O 4.593 4.124 0.244
C -5.519 -2.368 0.090
O 4.314 -6.483 -1.587
C -5.677 3.867 0.328
H -1.133 -4.416 0.275
H -2.722 5.801 -5.663
C 1.986 1.642 2.755
H 5.276 -4.176 -2.226
H 0.875 3.165 0.208
C 6.640 1.325 -1.085
H -4.549 4.835 5.053
C 0.179 -2.153 -5.383
C 2.295 3.295 -8.431
H 1.650 -2.225 9.286
H 1.806 -1.014 -4.722
H -4.880 4.588 0.110
O 6.563 -0.900 -0.128
H 0.701 -3.555 4.143
C 4.177 0.791 -4.217
H 1.871 -5.907 -3.086
C 2.402 -5.819 4.039
H -0.534 -7.358 2.665
H 5.856 1.796 1.368
C 1.799 -3.375 4.043
O 2.246 1.185 1.650
H 5.825 2.012 -1.240
H 0.894 0.041 3.373
H -8.906 1.041 -0.369
H 1.764 3.640 3.219
H -5.862 -1.446 -2.639
H -5.807 3.877 1.396
H 5.675 0.165 1.984
H -2.295 4.951 0.729
O -1.273 -4.968 3.347
C 0.662 -2.104 -6.843
H 0.526 -1.108 -7.216
H 0.155 1.606 3.886
H 3.374 3.236 2.434
O 2.873 -4.618 0.934
C 4.544 -0.526 -3.637
H 1.901 -3.257 2.956
C 5.413 -0.407 5.296
H 3.886 -1.607 1.051
*
```

The value obtained for the energy above the lowest of the compared OMol25 structures with the same formula, charge and spin is 0.0 kcal per mole. For the gap between HOMO and LUMO, the calculation gives 9.154 eV. As for the LUMO energy: 0.128 eV. Its HOMO energy is -0.3317 hartree.

Atomic partial charges in e from the Mulliken method, atoms 1 to 99: number 1, H, carries 0.262; number 2, H, carries 0.578; number 3, H, carries 0.330; number 4, H, carries -0.352; number 5, H, carries 0.253; number 6, O, carries -0.607; number 7, C, carries 0.576; number 8, H, carries 0.114; number 9, C, carries -1.433; number 10, O, carries -0.543; number 11, C, carries 1.110; number 12, H, carries 0.319; number 13, H, carries 0.351; number 14, H, carries 0.394; number 15, H, carries 0.340; number 16, H, carries -0.790; number 17, C, carries -1.289; number 18, C, carries -1.342; number 19, H, carries 0.267; number 20, C, carries 0.475; number 21, H, carries 0.346; number 22, H, carries 0.299; number 23, H, carries -0.144; number 24, H, carries -0.408; number 25, C, carries 1.306; number 26, H, carries 0.472; number 27, C, carries -0.185; number 28, C, carries 0.930; number 29, H, carries 0.535; number 30, H, carries -0.836; number 31, C, carries 0.134; number 32, H, carries 0.447; number 33, H, carries -0.262; number 34, H, carries -0.038; number 35, H, carries -0.628; number 36, C, carries -1.538; number 37, C, carries -0.889; number 38, H, carries 0.071; number 39, C, carries -0.432; number 40, H, carries 0.465; number 41, C, carries -0.848; number 42, C, carries -1.246; number 43, H, carries 0.319; number 44, H, carries 0.518; number 45, C, carries -1.223; number 46, H, carries -0.089; number 47, H, carries -0.442; number 48, C, carries -1.192; number 49, C, carries 0.734; number 50, H, carries 0.154; number 51, H, carries 0.507; number 52, O, carries -0.477; number 53, H, carries -0.182; number 54, H, carries -0.185; number 55, H, carries 0.356; number 56, H, carries 0.509; number 57, O, carries -0.484; number 58, H, carries -0.072; number 59, C, carries -0.495; number 60, H, carries 0.402; number 61, C, carries -1.068; number 62, H, carries 0.375; number 63, H, carries -0.572; number 64, H, carries -0.239; number 65, H, carries 0.291; number 66, C, carries -0.801; number 67, H, carries 0.262; number 68, H, carries 0.262; number 69, H, carries 0.464; number 70, H, carries -0.187; number 71, H, carries 0.625; number 72, C, carries -0.487; number 73, C, carries -0.860; number 74, O, carries -0.598; number 75, H, carries 0.425; number 76, H, carries 0.345; number 77, H, carries 0.553; number 78, H, carries -0.377; number 79, O, carries -0.470; number 80, H, carries 0.154; number 81, C, carries 0.508; number 82, H, carries 0.584; number 83, C, carries 1.542; number 84, H, carries 0.267; number 85, C, carries -0.055; number 86, H, carries 0.098; number 87, H, carries 0.404; number 88, C, carries 0.827; number 89, C, carries -0.476; number 90, H, carries 0.261; number 91, C, carries -1.268; number 92, H, carries -0.707; number 93, O, carries -0.516; number 94, H, carries 0.427; number 95, H, carries 0.381; number 96, C, carries 0.940; number 97, H, carries 0.326; number 98, H, carries 0.319; number 99, H, carries 0.058

Record 2
A structure of composition C28H25BrIrOSi in a non-equilibrium geometry, computed with the ωB97M-V functional and the def2-TZVPD basis.

```
! wB97M-V def2-TZVPD RIJCOSX def2/J DEFGRID3
* xyz 0 6
H -0.221 -1.918 6.661
H -1.487 -3.836 5.669
H -2.359 -1.443 2.175
C -0.662 1.500 -3.306
H 2.473 0.463 -3.864
H -0.141 -1.959 -2.136
H -3.294 0.829 4.593
C -4.110 3.733 2.157
C -0.590 -0.614 4.967
C 0.416 -0.421 -3.949
C 1.719 -1.050 -1.189
Si -1.023 1.082 2.652
C -2.610 2.010 2.925
C 0.388 -1.636 -1.244
C 1.649 1.754 3.428
H -4.323 4.538 1.457
O -0.998 0.785 1.053
H -2.201 3.264 1.212
H -6.012 3.875 3.190
Br 0.386 2.701 -0.672
H 2.998 -0.458 0.553
C -0.864 0.142 -3.653
C -3.531 1.651 3.914
C 0.900 3.898 5.072
C -0.105 -1.749 0.088
H -5.490 2.013 4.785
C -0.719 -1.815 5.689
H 1.953 0.936 2.767
C 2.241 3.499 5.011
C -2.021 -2.744 3.874
H 3.663 2.120 4.138
H 0.598 -1.438 -4.302
C -4.760 2.322 4.029
H -2.575 -3.571 3.427
H 0.895 -1.257 2.074
C -5.043 3.369 3.142
C 0.749 1.768 -3.341
H 2.390 -0.870 -2.021
H -1.448 2.222 -3.125
C -0.063 3.204 4.326
H 0.596 4.748 5.697
C 2.614 2.427 4.192
C 0.299 2.113 3.516
H -1.110 3.509 4.397
H 2.992 4.041 5.589
C -1.160 -0.481 3.692
H 1.261 2.706 -3.201
C -1.887 -1.549 3.155
C -1.430 -2.884 5.135
C 2.056 -0.855 0.196
Ir 0.365 0.317 -0.345
C -2.905 3.033 2.023
H -0.018 0.213 5.389
H -1.825 -0.370 -3.737
C 0.932 -1.284 0.986
H -1.082 -2.140 0.369
C 1.403 0.570 -3.726
*
```

Its expectation value of S² is 8.78. The value obtained for the energy above the lowest of the compared OMol25 structures with the same formula, charge and spin is 0.0 kcal per mole. For the gap between HOMO and LUMO (alpha / beta), the calculation gives 6.664 / 5.731 eV. As for the LUMO energy (alpha / beta): 0.351 / -2.418 eV. Its HOMO energy (alpha / beta) is -0.2320 / -0.2995 hartree.

Population analysis type Mulliken, resulting atomic charges in e: number 1, H, carries 0.364; number 2, H, carries 0.349; number 3, H, carries 0.621; number 4, C, carries -0.372; number 5, H, carries 0.577; number 6, H, carries 0.454; number 7, H, carries 0.398; number 8, C, carries -0.543; number 9, C, carries -0.374; number 10, C, carries -0.557; number 11, C, carries -0.308; number 12, Si, carries -0.004; number 13, C, carries -0.062; number 14, C, carries -0.661; number 15, C, carries 0.158; number 16, H, carries 0.395; number 17, O, carries -0.683; number 18, H, carries 0.202; number 19, H, carries 0.351; number 20, Br, carries -0.463; number 21, H, carries 0.435; number 22, C, carries -0.376; number 23, C, carries -0.014; number 24, C, carries -0.746; number 25, C, carries -0.443; number 26, H, carries 0.386; number 27, C, carries -0.656; number 28, H, carries 0.145; number 29, C, carries -0.470; number 30, C, carries -0.768; number 31, H, carries 0.391; number 32, H, carries 0.593; number 33, C, carries -0.716; number 34, H, carries 0.367; number 35, H, carries 0.863; number 36, C, carries -0.476; number 37, C, carries -0.780; number 38, H, carries 0.583; number 39, H, carries 0.450; number 40, C, carries -0.260; number 41, H, carries 0.372; number 42, C, carries -0.701; number 43, C, carries 0.441; number 44, H, carries 0.365; number 45, H, carries 0.359; number 46, C, carries 0.328; number 47, H, carries 0.590; number 48, C, carries -0.190; number 49, C, carries -0.460; number 50, C, carries -0.910; number 51, Ir, carries 1.730; number 52, C, carries -0.222; number 53, H, carries 0.379; number 54, H, carries 0.394; number 55, C, carries -0.663; number 56, H, carries 0.393; number 57, C, carries -0.558